# 1
{"formula": "C36H27Cl2HgN10O4S3", "method": "wB97M-V/def2-TZVPD", "homo_energy_ev": [-0.88, -1.99], "multiplicity": 2, "relative_energy_kj_mol": 241.38, "lumo_ev": [3.8, 3.8], "total_charge": -2, "species": ["Hg", "Cl", "Cl", "S", "S", "S", "O", "O", "O", "O", "N", "N", "N", "N", "N", "N", "N", "N", "N", "N", "C", "C", "C", "C", "C", "C", "C", "C", "C", "C", "C", "C", "C", "C", "C", "C", "C", "C", "C", "C", "C", "C", "C", "C", "C", "C", "C", "C", "C", "C", "C", "C", "C", "C", "C", "C", "H", "H", "H", "H", "H", "H", "H", "H", "H", "H", "H", "H", "H", "H", "H", "H", "H", "H", "H", "H", "H", "H", "H", "H", "H", "H", "H"], "xyz": [[-0.46, -0.03, 1.53], [-1.10, -6.88, 2.67], [1.69, -6.12, 4.03], [-1.18, -0.09, -1.11], [3.94, -1.32, -0.41], [1.62, -3.52, -1.04], [2.03, -1.08, 4.91], [0.50, -4.42, -0.95], [2.94, -4.07, -0.82], [-3.98, -2.82, 2.01], [0.29, 1.50, 3.47], [-1.87, -1.83, 1.97], [1.65, -1.40, -6.63], [-2.15, 1.66, -2.88], [1.87, -0.07, 0.50], [1.30, -2.23, -0.17], [-3.22, 0.51, 1.27], [-0.97, 2.67, -1.36], [0.45, -1.19, 3.21], [-0.46, 2.40, 0.97], [2.20, -1.25, 0.00], [2.76, 2.87, 3.61], [-3.73, -0.70, 1.02], [2.76, -2.59, -4.82], [-1.44, -4.22, 2.37], [1.36, 0.91, 3.81], [-4.73, -0.90, 0.08], [2.93, 0.80, 0.54], [-3.67, 1.55, 0.57], [-3.17, -1.91, 1.75], [0.13, -2.54, 3.14], [-1.10, -2.88, 2.50], [-4.63, 1.44, -0.42], [4.11, 0.33, 0.09], [1.58, 3.74, 3.24], [-2.16, 3.00, -3.19], [1.31, -0.61, 4.02], [1.66, -1.90, -5.31], [0.61, -4.89, 3.44], [0.64, 4.13, -0.29], [0.53, -2.25, -3.21], [2.75, -3.10, -3.53], [1.95, 4.53, 1.98], [0.97, -3.56, 3.59], [0.54, -1.74, -4.50], [2.65, 1.59, 3.95], [-2.81, 0.60, -3.60], [-5.17, 0.18, -0.67], [-0.49, 3.24, 2.01], [1.63, -2.93, -2.73], [-0.23, 3.06, -0.18], [1.61, 4.64, 0.66], [-1.42, 1.44, -1.74], [-1.44, 3.63, -2.25], [0.22, 2.94, 3.28], [-0.59, -5.22, 2.84], [1.04, -0.61, -6.76], [2.25, 5.35, 0.16], [-0.72, 4.29, 1.84], [3.61, -3.62, -3.12], [2.79, 5.18, 2.23], [-0.33, -2.11, -2.56], [-2.11, -0.21, -3.80], [0.76, 4.55, -1.28], [-0.32, -1.19, -4.88], [-3.63, 0.18, -3.01], [5.06, 0.84, 0.04], [2.75, 1.80, 0.91], [2.57, -1.21, -6.99], [-5.12, -1.89, -0.07], [1.50, 4.49, 4.03], [3.74, 3.34, 3.54], [1.91, -3.30, 4.05], [-3.23, 2.51, 0.82], [-2.36, -4.49, 1.89], [-1.23, 4.67, -2.12], [3.51, 0.98, 4.20], [-5.93, 0.05, -1.43], [-2.70, 3.40, -4.04], [3.64, -2.71, -5.45], [-3.19, 1.00, -4.54], [-4.94, 2.31, -0.98], [-0.36, 3.32, 4.13]]}

---

# 2
{"formula": "C36H27ClFeN3OP", "method": "wB97M-V/def2-TZVPD", "homo_energy_ev": [-7.08, -7.08], "multiplicity": 5, "relative_energy_kj_mol": 0.00, "lumo_ev": [-0.5, -0.6], "total_charge": 0, "species": ["Fe", "Cl", "P", "O", "N", "N", "N", "C", "C", "C", "C", "C", "C", "C", "C", "C", "C", "C", "C", "C", "C", "C", "C", "C", "C", "C", "C", "C", "C", "C", "C", "C", "C", "C", "C", "C", "C", "C", "C", "C", "C", "C", "C", "H", "H", "H", "H", "H", "H", "H", "H", "H", "H", "H", "H", "H", "H", "H", "H", "H", "H", "H", "H", "H", "H", "H", "H", "H", "H", "H"], "xyz": [[-0.75, -0.71, 1.09], [-6.96, 1.60, 1.94], [1.82, 0.11, -0.94], [-2.18, -1.75, 2.21], [0.89, 0.46, 2.38], [-2.57, -1.75, -0.55], [-1.52, 2.12, 2.43], [1.00, 4.57, 3.53], [-3.32, -2.86, -2.84], [-2.38, 1.41, -2.34], [-0.90, 0.45, -0.65], [4.14, 0.61, -4.90], [2.04, -0.23, 2.48], [3.90, 1.70, -4.04], [0.58, -3.76, -0.16], [-0.07, 0.99, -2.85], [3.24, 1.49, -2.82], [1.78, -4.39, 0.19], [3.26, 0.31, 2.94], [0.16, 0.54, -1.52], [2.13, 2.41, 3.28], [3.07, -0.89, -3.28], [-2.12, 1.00, -1.04], [0.56, -2.42, -0.60], [-4.58, -1.61, 2.08], [-1.85, 0.88, 2.69], [3.75, -0.67, -4.49], [-5.70, -0.78, 1.99], [-1.33, 1.42, -3.26], [-4.32, 1.21, 2.22], [0.90, 1.77, 2.80], [-3.28, -1.05, 2.22], [2.14, 3.78, 3.67], [1.76, -1.67, -0.63], [3.31, 1.63, 3.34], [2.98, -3.66, 0.06], [-0.29, 2.60, 2.76], [-0.20, 3.99, 3.07], [-2.90, -2.25, -1.56], [2.81, 0.20, -2.43], [-3.18, 0.40, 2.38], [2.97, -2.31, -0.32], [-5.58, 0.63, 2.05], [-3.99, -2.17, -3.38], [-3.38, 1.72, -2.63], [4.21, 2.10, 3.71], [-0.36, -4.29, -0.11], [3.07, 4.20, 4.03], [-2.93, 0.99, -0.32], [-0.32, -2.08, -1.15], [1.79, -5.42, 0.52], [-4.67, -2.70, 2.01], [2.76, -1.90, -3.01], [0.74, 0.93, -3.58], [4.13, -0.33, 2.96], [-1.13, 4.54, 2.97], [3.91, -1.75, -0.41], [3.05, 2.33, -2.14], [-1.46, 1.78, -4.28], [2.01, -1.28, 2.19], [3.98, -1.52, -5.12], [-1.18, 0.20, 3.26], [-3.84, -3.80, -2.65], [-6.71, -1.20, 1.87], [3.94, -4.14, 0.27], [4.21, 2.70, -4.31], [1.02, 5.62, 3.79], [-4.22, 2.30, 2.26], [-2.43, -3.07, -3.45], [4.63, 0.75, -5.86]]}

---

# 3
{"formula": "C36H27ClFeN7O3", "method": "wB97M-V/def2-TZVPD", "homo_energy_ev": [-7.66, -7.47], "multiplicity": 6, "relative_energy_kj_mol": 74.17, "lumo_ev": [-1.0, -1.3], "total_charge": 0, "species": ["Fe", "Cl", "O", "O", "O", "N", "N", "N", "N", "N", "N", "N", "C", "C", "C", "C", "C", "C", "C", "C", "C", "C", "C", "C", "C", "C", "C", "C", "C", "C", "C", "C", "C", "C", "C", "C", "C", "C", "C", "C", "C", "C", "C", "C", "C", "C", "C", "C", "H", "H", "H", "H", "H", "H", "H", "H", "H", "H", "H", "H", "H", "H", "H", "H", "H", "H", "H", "H", "H", "H", "H", "H", "H", "H", "H"], "xyz": [[-0.33, -0.50, -0.22], [-4.41, -5.30, 3.57], [-1.54, -0.65, 1.58], [-3.67, -0.06, 0.00], [0.09, -1.66, -3.27], [-0.91, -1.30, -2.61], [-0.06, -2.47, -0.13], [-0.49, 1.45, -0.52], [-2.76, -0.61, -0.89], [2.85, 8.79, 3.07], [1.23, 0.08, 1.39], [1.74, -0.77, -1.17], [3.12, -2.54, -2.03], [-2.99, -1.61, 3.13], [0.97, -3.00, -0.87], [-3.52, -3.94, 2.99], [2.58, 7.71, 2.81], [1.95, -2.07, -1.38], [1.44, 3.83, 1.68], [4.07, -1.58, -2.43], [-2.14, -1.29, -3.01], [3.85, -0.25, -2.16], [-2.67, -4.08, 1.92], [-2.10, -1.71, 2.04], [-0.97, -3.28, 0.41], [2.57, 5.91, 1.19], [1.19, -4.36, -1.14], [2.94, 0.01, 2.88], [2.23, 6.39, 2.46], [2.66, 0.11, -1.54], [-0.01, 2.54, 0.20], [1.53, 5.57, 3.35], [-2.50, -1.69, -4.42], [2.63, 1.33, 2.69], [1.15, 4.30, 2.96], [-0.59, 3.71, -0.33], [2.16, 4.64, 0.81], [-4.54, -0.53, -2.58], [-1.90, -3.01, 1.44], [2.05, -0.72, 2.05], [2.32, -4.80, -1.81], [-3.15, -0.82, -2.10], [-3.68, -2.70, 3.61], [1.55, 1.37, 1.75], [3.29, -3.92, -2.24], [-1.41, 3.32, -1.38], [-1.30, 1.94, -1.47], [0.96, 2.51, 1.22], [4.18, -4.27, -2.73], [2.44, 1.15, -1.31], [3.13, 6.53, 0.51], [2.41, 4.28, -0.17], [-1.69, -2.29, -4.83], [-5.15, -1.43, -2.50], [-2.57, -5.05, 1.45], [2.01, -1.78, 1.93], [-3.13, 0.10, 0.79], [-0.45, 4.71, 0.04], [-3.43, -2.25, -4.44], [-3.13, -0.64, 3.58], [-2.00, 3.96, -2.01], [-4.35, -2.60, 4.45], [-1.76, 1.30, -2.20], [3.71, -0.40, 3.50], [1.27, 5.95, 4.33], [4.57, 0.50, -2.42], [-4.53, -0.19, -3.61], [0.59, 3.68, 3.64], [-4.98, 0.23, -1.94], [4.98, -1.90, -2.92], [0.48, -5.11, -0.82], [-1.00, -4.31, 0.07], [3.10, 2.19, 3.13], [-2.62, -0.80, -5.04], [2.44, -5.86, -1.99]]}

---

# 4
{"formula": "C36H28BiBrCl2F4N6P2S", "method": "wB97M-V/def2-TZVPD", "homo_energy_ev": -13.01, "multiplicity": 1, "lumo_ev": -5.1, "total_charge": 2, "species": ["Bi", "Br", "Cl", "Cl", "S", "P", "P", "F", "F", "F", "F", "N", "N", "N", "N", "N", "N", "C", "C", "C", "C", "C", "C", "C", "C", "C", "C", "C", "C", "C", "C", "C", "C", "C", "C", "C", "C", "C", "C", "C", "C", "C", "C", "C", "C", "C", "C", "C", "C", "C", "C", "C", "C", "H", "H", "H", "H", "H", "H", "H", "H", "H", "H", "H", "H", "H", "H", "H", "H", "H", "H", "H", "H", "H", "H", "H", "H", "H", "H", "H", "H"], "xyz": [[-0.88, -0.10, 0.46], [-0.70, 3.24, -0.74], [1.50, -4.71, -1.42], [-3.03, -1.82, -0.40], [0.34, -2.28, -0.02], [0.91, 0.56, -2.01], [-0.82, 0.91, 4.27], [1.33, 3.33, -6.36], [-0.16, 5.36, -5.39], [1.90, 1.21, -4.81], [-1.06, 5.29, -2.84], [-3.04, 2.59, 3.75], [-1.28, -1.80, 4.65], [0.74, 0.85, 1.84], [-2.36, 1.42, 2.02], [-1.28, -1.28, 2.51], [1.67, 1.89, 3.53], [-2.93, -4.10, -1.77], [-3.44, 2.17, 1.64], [0.35, -0.71, -3.19], [1.96, 1.32, 1.44], [3.32, -0.76, -1.54], [-1.58, -1.74, -4.22], [4.68, -0.83, -1.31], [-0.20, -4.46, -1.52], [3.51, 1.60, -2.01], [-1.04, -0.79, -3.37], [1.14, 2.19, -4.32], [-2.15, -3.19, -1.07], [-1.13, -0.80, 3.75], [0.58, 1.21, 3.13], [0.87, 3.28, -5.12], [1.18, -1.58, -3.89], [-3.13, 3.15, 5.10], [0.67, 2.09, -3.01], [0.63, -2.53, -4.74], [0.11, 4.32, -4.63], [-0.35, 4.27, -3.32], [-0.74, -2.61, -4.89], [1.92, 2.43, 4.87], [-3.87, 2.90, 2.71], [-0.78, -3.33, -0.91], [-1.53, -2.95, 3.96], [2.72, 0.45, -1.90], [-2.13, 1.70, 3.29], [-1.14, -1.69, 6.09], [-2.33, -5.21, -2.34], [-0.96, -5.39, -2.21], [2.55, 1.97, 2.49], [-0.07, 3.17, -2.53], [4.88, 1.52, -1.77], [5.46, 0.31, -1.43], [-1.52, -2.62, 2.63], [-1.68, -0.08, -2.85], [-2.65, -1.79, -4.36], [-0.17, -1.27, 6.35], [-0.48, -6.25, -2.65], [2.26, -1.50, -3.79], [-3.32, 2.37, 5.83], [-1.67, -3.26, 1.78], [-3.99, -3.92, -1.88], [5.49, 2.41, -1.87], [3.07, 2.55, -2.27], [-3.83, 2.14, 0.64], [1.16, 3.17, 5.13], [2.89, 2.90, 4.88], [-1.92, -1.07, 6.52], [-3.95, 3.86, 5.13], [6.53, 0.26, -1.25], [-2.21, 3.67, 5.36], [1.28, -3.19, -5.29], [2.35, 1.16, 0.46], [-2.93, -5.92, -2.88], [1.90, 1.64, 5.61], [2.71, -1.65, -1.45], [-1.21, -2.68, 6.53], [-4.69, 3.59, 2.82], [-1.17, -3.36, -5.56], [5.14, -1.77, -1.05], [-1.69, -3.90, 4.44], [3.50, 2.47, 2.56]]}

---

# 5
{"formula": "C36H28IN9O3S2Ti", "method": "wB97M-V/def2-TZVPD", "homo_energy_ev": [-4.77, -4.77], "multiplicity": 2, "relative_energy_kj_mol": 4.62, "lumo_ev": [2.1, 2.1], "total_charge": -1, "species": ["I", "Ti", "S", "S", "O", "O", "O", "N", "N", "N", "N", "N", "N", "N", "N", "N", "C", "C", "C", "C", "C", "C", "C", "C", "C", "C", "C", "C", "C", "C", "C", "C", "C", "C", "C", "C", "C", "C", "C", "C", "C", "C", "C", "C", "C", "C", "C", "C", "C", "C", "C", "C", "H", "H", "H", "H", "H", "H", "H", "H", "H", "H", "H", "H", "H", "H", "H", "H", "H", "H", "H", "H", "H", "H", "H", "H", "H", "H", "H", "H"], "xyz": [[4.66, -0.10, -2.46], [-0.19, -0.32, 0.52], [1.84, 0.90, 1.44], [1.97, 2.17, -1.32], [0.56, -1.96, 1.32], [0.77, -3.47, 2.96], [0.52, -0.10, -1.22], [-2.40, -1.02, -1.38], [3.03, 5.49, -0.57], [1.43, 0.42, -3.25], [2.83, 3.85, 3.47], [-1.82, -1.59, -0.29], [-1.00, 0.05, 2.58], [-1.61, 1.24, 0.23], [1.96, -3.65, -0.30], [-1.30, 1.28, 3.05], [2.05, -3.77, 0.99], [2.84, -4.33, -1.08], [-2.32, -1.83, -2.44], [4.76, -5.80, -1.42], [-2.78, 1.26, -0.48], [-0.64, 3.61, 2.92], [2.83, 4.58, 0.10], [3.62, -4.83, -3.31], [-0.42, 4.78, 2.22], [0.09, 6.01, 2.92], [2.81, -0.54, -1.47], [-3.19, 0.16, -1.28], [1.05, -3.01, 1.86], [-5.25, 1.25, -1.96], [-1.69, 1.22, 4.33], [1.64, 0.37, -1.82], [-1.64, -0.10, 4.72], [4.64, -5.64, -2.77], [2.74, -4.19, -2.49], [-1.39, -2.79, -0.70], [-4.39, 0.16, -1.97], [2.73, 3.64, 2.34], [-0.99, 3.61, 0.19], [-4.87, 2.33, -1.17], [3.86, -5.14, -0.54], [-0.60, 4.77, 0.84], [3.02, -4.59, 1.63], [-6.55, 1.23, -2.73], [2.16, 2.23, 0.41], [-1.19, -0.79, 3.59], [-1.68, -2.99, -2.05], [3.92, -5.26, 0.87], [-3.70, 2.33, -0.45], [-1.25, 2.43, 0.89], [-1.07, 2.46, 2.27], [2.58, 3.44, 0.93], [-1.43, -3.84, -2.66], [-0.85, -3.42, -0.03], [-1.89, -0.50, 5.68], [-0.23, 6.92, 2.41], [-1.98, 2.11, 4.86], [-0.42, 3.57, 3.98], [-4.67, -0.73, -2.52], [2.21, 0.85, -3.73], [4.69, -5.88, 1.32], [3.01, -0.52, -0.41], [-7.08, 2.18, -2.62], [-6.38, 1.06, -3.80], [2.53, -1.55, -1.78], [5.34, -6.14, -3.43], [-0.26, 6.06, 3.95], [3.55, -4.71, -4.38], [5.54, -6.42, -1.00], [3.00, -4.65, 2.71], [-7.21, 0.44, -2.38], [-0.97, -1.83, 3.45], [0.58, 0.95, -3.43], [-1.10, 3.60, -0.88], [1.18, 6.01, 2.96], [1.95, -3.56, -2.88], [-0.39, 5.66, 0.26], [-5.53, 3.19, -1.11], [-3.47, 3.19, 0.16], [-2.70, -1.52, -3.40]]}

---

# 6
{"formula": "C36H28MgNO6P2S2Te", "method": "wB97M-V/def2-TZVPD", "homo_energy_ev": -5.05, "multiplicity": 1, "relative_energy_kj_mol": 0.00, "lumo_ev": 2.2, "total_charge": -1, "species": ["Te", "S", "S", "P", "P", "Mg", "O", "O", "O", "O", "O", "O", "N", "C", "C", "C", "C", "C", "C", "C", "C", "C", "C", "C", "C", "C", "C", "C", "C", "C", "C", "C", "C", "C", "C", "C", "C", "C", "C", "C", "C", "C", "C", "C", "C", "C", "C", "C", "C", "H", "H", "H", "H", "H", "H", "H", "H", "H", "H", "H", "H", "H", "H", "H", "H", "H", "H", "H", "H", "H", "H", "H", "H", "H", "H", "H", "H"], "xyz": [[-0.12, -4.98, 0.59], [-1.27, 0.30, 2.91], [-2.02, 2.57, 0.22], [-1.54, -2.28, -0.93], [1.18, -2.05, -0.31], [-0.51, -0.24, 0.46], [-1.37, 1.32, -0.25], [-1.58, -0.89, 2.08], [-2.96, 3.04, -0.77], [-0.12, 0.95, 2.25], [-1.08, 3.53, 0.74], [-1.11, 0.03, 4.31], [1.10, -8.39, -2.76], [-1.72, -2.19, -2.75], [0.63, -6.11, -2.19], [-1.92, -0.75, -4.68], [2.57, -2.83, 0.56], [1.95, -1.63, -1.93], [0.88, -8.70, -1.49], [-5.20, 2.58, 2.67], [-5.11, -3.09, 0.86], [-1.85, -0.92, -3.30], [-1.86, -1.85, -5.52], [0.97, -7.10, -3.09], [-4.59, -5.01, -0.49], [2.79, -2.54, 1.90], [-3.06, 2.11, 1.64], [2.26, -1.98, -4.30], [-3.06, -3.14, -0.42], [-2.72, 1.32, 2.74], [4.59, -4.13, 1.96], [-3.62, 1.18, 3.80], [3.36, -0.15, -3.20], [0.40, -6.44, -0.86], [3.36, -3.79, -0.07], [-1.68, -3.29, -3.61], [3.10, -0.88, -4.36], [-1.75, -3.12, -4.98], [3.80, -3.18, 2.60], [-3.92, -2.49, 0.46], [-4.31, 2.73, 1.62], [1.69, -2.35, -3.09], [4.37, -4.43, 0.63], [-5.44, -4.35, 0.38], [-0.10, -3.24, -0.51], [2.78, -0.52, -2.00], [0.53, -7.78, -0.51], [-4.86, 1.81, 3.76], [-3.41, -4.41, -0.89], [-2.74, -4.94, -1.56], [1.01, -3.19, -3.04], [2.17, -1.80, 2.40], [-3.65, -1.51, 0.84], [-3.34, 0.57, 4.64], [-1.57, -4.29, -3.19], [0.55, -5.08, -2.52], [3.19, -4.02, -1.12], [2.97, 0.07, -1.11], [3.97, -2.94, 3.64], [4.97, -5.18, 0.13], [-2.00, 0.25, -5.09], [1.16, -6.85, -4.13], [-4.56, 3.32, 0.76], [2.04, -2.54, -5.20], [-6.16, 3.07, 2.62], [-1.91, -1.72, -6.59], [-4.84, -5.99, -0.86], [4.01, 0.72, -3.24], [0.38, -8.11, 0.51], [-5.77, -2.57, 1.54], [5.37, -4.64, 2.51], [-1.87, -0.05, -2.65], [3.54, -0.58, -5.30], [-1.71, -3.99, -5.63], [0.98, -9.75, -1.23], [-5.54, 1.69, 4.59], [-6.37, -4.81, 0.69]]}

---

E values (in Eh) by entry order: -4504.977677 -3692.747721 -3720.883208 -6906.117289 -4051.005313 -3842.248574.